Entry 1:
{"formula": "C6H7ClO", "method": "ωB97M-V/def2-TZVPD", "homo_ev": [-7.1, -7.1], "e_lumo_ev": [0.10, 0.10], "max_force_ha_per_bohr": 0.0968, "energy_ev": -20898.9078, "de_lowest_kcal_mol": 152.8, "species": ["H", "H", "C", "H", "H", "C", "C", "Cl", "C", "H", "C", "C", "H", "H", "O"], "coordinates": [[-2.70256, -0.23742, 0.41897], [-1.74717, -0.86990, 1.75333], [-0.76494, -1.02639, -0.16623], [-0.20926, 2.03704, -1.54970], [1.59164, 3.04327, -0.27287], [0.06903, 0.13397, -0.55375], [-2.03636, -1.06262, 0.69010], [3.31553, -1.18381, 0.34045], [2.08633, -0.06524, 0.41660], [-1.00703, -1.56731, -1.11964], [0.21034, 1.37628, -0.85866], [1.49879, 1.93150, -0.42324], [-0.06988, -1.69712, 0.33631], [-2.60222, -1.98451, 0.77298], [2.36777, 1.17225, 0.21535]], "mulliken_charge": [0.305, 0.290, -0.312, 0.395, 0.351, 0.218, -1.106, -0.130, -0.037, 0.283, -0.446, -0.218, 0.275, 0.341, -0.209]}

---

Entry 2:
{"formula": "CH2NOS3", "method": "ωB97M-V/def2-TZVPD", "homo_ev": [-3.8, -3.2], "charge": -1, "e_lumo_ev": [3.16, 2.33], "max_force_ha_per_bohr": 0.0586, "energy_ev": -37112.6958, "de_lowest_kcal_mol": 48.1, "species": ["N", "S", "H", "O", "C", "S", "H", "S"], "coordinates": [[0.55410, 1.97092, -0.92074], [-1.97096, -1.31043, 0.94381], [0.14109, 1.43387, -0.23840], [-0.06341, -3.20207, 1.35276], [-0.43992, -2.04107, 1.11466], [1.31208, 0.96395, -1.95499], [0.04752, 2.78919, -1.21818], [0.41949, -0.60436, 0.92107]], "mulliken_charge": [-0.325, -0.427, 0.184, -0.614, 0.525, -0.140, 0.236, -0.439]}

---

Entry 3:
{"formula": "C22H56Cl10O16P4", "method": "ωB97M-V/def2-TZVPD", "homo_ev": -10.5, "e_lumo_ev": 0.44, "max_force_ha_per_bohr": 0.0721, "energy_ev": -218871.2742, "de_lowest_kcal_mol": 11.3, "smiles": "COP(=O)(OC)OC.COP(=O)(OC)OC.COP(=O)(OC)OC.COP(=O)(OC)OC.ClCCCl.ClCCCl.ClCCCl.ClCCCl.ClCCCl", "species": ["H", "C", "H", "O", "H", "Cl", "H", "H", "H", "H", "Cl", "H", "H", "O", "H", "O", "Cl", "Cl", "C", "C", "H", "P", "H", "C", "H", "C", "Cl", "H", "H", "O", "H", "H", "H", "O", "Cl", "H", "O", "H", "H", "H", "P", "H", "P", "H", "H", "H", "H", "H", "H", "C", "C", "O", "C", "H", "H", "H", "C", "C", "C", "Cl", "H", "H", "H", "C", "C", "H", "H", "H", "C", "H", "H", "H", "C", "O", "H", "O", "H", "P", "Cl", "H", "O", "H", "H", "O", "O", "H", "Cl", "C", "C", "H", "H", "H", "C", "H", "H", "O", "Cl", "H", "C", "C", "C", "H", "H", "C", "O", "H", "O", "O"], "coordinates": [[16.01616, 14.24300, 20.23723], [17.27575, 16.30218, 17.69244], [9.60273, 10.86480, 16.38419], [14.17063, 14.29821, 18.10710], [6.90471, 9.25300, 8.46070], [14.03000, 15.81809, 14.66853], [11.96079, 17.04192, 14.62353], [12.13730, 18.00297, 17.98086], [10.47282, 15.47444, 15.56650], [10.14010, 8.72578, 10.32468], [9.42244, 18.93959, 20.27701], [6.15416, 14.09992, 13.86551], [16.69358, 16.98276, 17.07193], [6.38018, 10.43896, 10.05361], [13.87175, 11.52802, 12.83822], [12.55161, 10.52140, 13.93910], [9.21181, 11.62886, 20.20823], [11.12502, 13.54018, 14.27048], [13.89415, 20.06567, 15.71119], [14.54803, 21.10375, 16.48168], [8.47717, 18.20675, 14.05096], [7.43572, 15.67846, 15.58762], [6.95732, 15.93946, 18.25662], [11.16557, 17.86358, 18.49805], [13.17838, 10.17677, 11.94687], [6.00590, 9.55398, 9.02953], [11.23631, 16.22450, 19.13033], [9.20027, 10.40218, 14.69425], [10.65582, 10.45878, 10.59022], [12.49922, 8.05838, 14.51924], [9.11059, 15.76278, 9.79327], [18.06429, 15.75536, 17.16811], [12.03085, 15.82184, 13.29036], [6.20528, 16.40499, 15.63864], [11.26427, 14.86434, 10.43196], [6.62600, 8.12268, 12.83827], [7.74781, 8.54690, 11.07621], [15.35064, 13.74489, 16.52800], [14.50360, 19.79625, 14.84067], [6.45382, 12.49326, 14.63545], [7.74481, 10.09380, 10.86472], [13.72257, 19.15298, 16.26235], [11.56177, 9.27871, 14.14572], [11.92303, 12.34190, 20.32592], [7.72318, 13.20766, 13.74259], [14.42587, 13.70669, 20.79204], [9.80104, 13.81373, 19.46648], [8.42477, 16.66566, 18.77159], [8.48020, 8.15072, 13.01472], [11.61056, 12.63477, 19.32984], [12.94440, 10.93870, 12.66417], [16.37789, 15.30430, 18.17165], [12.16418, 16.02767, 14.36344], [5.35365, 10.05228, 8.41682], [9.21687, 15.10617, 12.22107], [11.15124, 19.98398, 19.03604], [11.04821, 18.99128, 19.52119], [15.18455, 14.51418, 20.77879], [14.52277, 13.34238, 17.13880], [15.05969, 22.42036, 15.41683], [11.78060, 19.03288, 20.32705], [15.40718, 20.60179, 16.88940], [9.79208, 12.65610, 18.18186], [10.07724, 12.78451, 19.20799], [11.44106, 14.97917, 15.23334], [13.32256, 7.81135, 16.39575], [8.95362, 17.20330, 12.66992], [15.41730, 14.77865, 21.78859], [13.59266, 7.90422, 15.37712], [9.15511, 13.41324, 11.85748], [7.23372, 17.36308, 13.17384], [14.30426, 8.70451, 15.16598], [9.62705, 10.06269, 15.64940], [14.67405, 15.75133, 20.11877], [9.38466, 14.05966, 9.34503], [14.46201, 16.88615, 17.78747], [12.11593, 14.74901, 16.04892], [14.81999, 15.64753, 18.50967], [12.21452, 20.33881, 15.21655], [10.73195, 9.73028, 9.02012], [8.33704, 16.00813, 16.86990], [14.97489, 12.41836, 17.57520], [7.24714, 17.59364, 17.70337], [8.83396, 10.28447, 9.75109], [7.36229, 14.08442, 15.62530], [5.52915, 8.65728, 9.46844], [7.15037, 14.50792, 11.17699], [8.24692, 17.29481, 13.51692], [10.12362, 9.70991, 9.96614], [14.10570, 6.98340, 15.02617], [13.63318, 13.03873, 16.55393], [12.17580, 13.45714, 18.93186], [8.87695, 14.39288, 11.47483], [17.70991, 16.93206, 18.55376], [14.06489, 21.44910, 17.37333], [10.97029, 9.62576, 15.55382], [12.21190, 11.19373, 18.36283], [9.03012, 9.28903, 16.07876], [7.69434, 16.62572, 17.96830], [9.55690, 14.75170, 10.15442], [7.62186, 7.89704, 12.35356], [10.36816, 17.96902, 17.79654], [7.70657, 6.83827, 12.18379], [6.88632, 13.44198, 14.37928], [7.88165, 10.99382, 12.01460], [12.11367, 11.53961, 12.23092], [10.70726, 9.02496, 13.00952], [8.35781, 16.07684, 14.35164]], "mulliken_charge": [0.367, -0.600, -0.298, 0.463, 0.289, -0.225, 0.328, -0.516, -0.676, 0.350, -0.204, 0.440, 0.226, -0.414, 0.249, 0.177, -0.219, 0.241, 0.224, -0.352, 0.333, 0.102, 0.446, 0.425, 0.378, -0.669, -0.103, 0.035, -0.014, -0.446, 0.294, 0.239, 0.153, -0.821, -0.184, 0.287, -0.298, 0.332, 0.386, 0.258, 0.673, -0.470, 0.605, 0.471, -0.049, 0.107, 0.141, 0.142, 0.004, 0.310, -0.517, -0.297, -0.325, 0.270, -0.588, 0.323, -0.464, -0.634, -0.597, -0.194, 0.357, 0.279, -0.075, 0.231, 1.153, 0.263, 0.255, 0.302, -0.663, -0.236, 0.314, 0.282, 0.108, -0.343, 0.386, -0.391, -0.594, 0.122, -0.216, 0.302, 0.182, 0.236, 0.231, -0.357, -0.288, 0.212, -0.196, -0.817, -0.384, 0.253, 0.170, -0.730, 1.075, 0.236, 0.344, -0.215, -0.143, 0.384, -0.769, -0.540, -0.373, 0.150, 0.256, -0.344, -0.159, -0.044, -0.479, 0.378]}

---

Entry 4:
{"formula": "CH4FOP", "method": "ωB97M-V/def2-TZVPD", "homo_ev": -10.1, "e_lumo_ev": 0.74, "max_force_ha_per_bohr": 0.0513, "energy_ev": -15154.5736, "de_lowest_kcal_mol": 47.2, "smiles": "O[C@@H](F)P", "species": ["P", "H", "C", "F", "H", "O", "H", "H"], "coordinates": [[-0.73923, -0.32529, -0.59628], [-0.60752, 0.55710, 1.74105], [0.10404, 0.22101, 0.98141], [0.81940, 1.52022, 0.62171], [1.56098, -1.02311, 0.85881], [0.97395, -0.63753, 1.52468], [-1.16129, 0.96226, -0.90552], [0.41265, -0.19340, -1.36999]], "mulliken_charge": [-0.095, 0.259, 0.146, -0.328, 0.348, -0.444, 0.066, 0.049]}

---

Entry 5:
{"formula": "C4H7N2O", "method": "ωB97M-V/def2-TZVPD", "homo_ev": -14.5, "charge": 1, "e_lumo_ev": -5.74, "max_force_ha_per_bohr": 0.1038, "energy_ev": -9280.0968, "de_lowest_kcal_mol": 62.1, "species": ["H", "C", "N", "H", "N", "C", "H", "C", "C", "O", "H", "H", "H", "H"], "coordinates": [[-1.67781, -0.54985, -2.40453], [-0.57184, -0.06717, -0.80329], [-0.05901, 0.95950, -0.19276], [-0.48757, 1.91978, -0.00296], [-1.50849, 0.08318, -1.69100], [1.21627, -0.80419, 0.37332], [-0.18455, -2.18371, -0.70403], [0.99814, 0.58170, 0.70662], [0.22202, -1.21530, -0.53172], [-0.08899, 0.24885, 2.18942], [1.65636, 1.39761, 1.08133], [0.50161, 0.12532, 2.90724], [-2.11978, 0.92659, -1.51911], [2.10366, -1.42231, 0.59147]], "mulliken_charge": [0.244, 0.544, -0.223, 0.299, -0.334, -0.455, 0.423, 0.221, -0.578, -0.548, 0.400, 0.311, 0.266, 0.430]}

---

Entry 6:
{"formula": "C37H34BBrN13O3Y", "method": "ωB97M-V/def2-TZVPD", "homo_ev": [-11.0, -11.0], "spin_multiplicity": 2, "charge": 1, "e_lumo_ev": [-3.30, -5.51], "max_force_ha_per_bohr": 0.0129, "energy_ev": -136198.5540, "de_lowest_kcal_mol": 10.8, "species": ["H", "C", "H", "C", "C", "N", "H", "N", "N", "C", "N", "C", "C", "H", "H", "H", "H", "C", "H", "H", "H", "N", "C", "H", "C", "C", "H", "C", "C", "O", "H", "H", "O", "C", "C", "H", "O", "H", "C", "Br", "H", "C", "C", "C", "C", "N", "N", "C", "H", "C", "C", "C", "H", "B", "N", "H", "C", "H", "H", "N", "H", "C", "H", "C", "C", "C", "H", "H", "C", "H", "H", "N", "H", "Y", "H", "N", "N", "C", "C", "C", "C", "C", "C", "C", "N", "H", "H", "H", "C", "H"], "coordinates": [[-4.45558, -2.82294, 5.59965], [0.31559, 3.26648, 1.82136], [4.03526, -1.15994, -1.31152], [2.54509, 4.87529, 1.21151], [-4.89544, -1.09079, 4.24299], [-4.25624, -0.57378, 3.20794], [0.67898, 0.86863, 5.48428], [-0.46629, -2.42359, 0.58820], [-0.44359, -1.14964, -2.11925], [-2.37601, -3.39569, 1.11349], [-3.14973, -1.33549, 3.01980], [0.36505, 4.54634, 2.26283], [4.97792, 1.78416, -1.16575], [1.89230, -0.84567, -6.79839], [-3.65017, 2.52668, -0.61542], [-2.68136, -1.20475, -5.26504], [1.50625, 6.38400, 2.29920], [0.06476, -0.90132, -5.76559], [5.08443, 4.59254, 0.24691], [5.31326, 0.93092, -1.72835], [3.22303, -0.58357, 3.50997], [3.73891, 1.84645, -0.62113], [-1.74873, -1.33903, -2.02455], [-1.81096, -0.01685, 4.72752], [-3.08450, -2.31160, 3.96539], [-2.04898, -1.19847, -4.39181], [-6.89277, -1.27265, 4.99223], [5.68819, 2.92489, -0.88178], [1.39799, 2.72273, 1.04017], [-1.72560, -0.18706, -7.02475], [4.11942, -1.00770, -5.60198], [-1.00882, 3.08708, -1.70465], [1.34701, 1.54272, 0.64252], [-6.17629, -0.49595, 4.72615], [4.26577, -1.10301, -3.46948], [-3.64320, -1.54651, -3.02063], [-0.12273, -1.21184, -8.03846], [2.97973, 0.74810, 2.40906], [2.67029, 0.34449, 3.37224], [3.14640, -2.09519, 0.96052], [2.96537, 1.04353, 4.15449], [2.55574, 3.56397, 0.74046], [1.54484, -0.97548, -3.39729], [0.10266, -1.02966, -3.34469], [-1.70997, 1.43535, -0.54056], [-2.27703, 0.11702, 1.07792], [-0.79716, -0.56170, 2.96800], [1.19728, 0.10686, 3.45763], [3.36334, 5.54907, 0.99520], [3.59277, -1.01382, -4.65584], [0.61703, -4.10412, -0.87468], [3.53875, -1.09093, -2.27159], [6.69001, 3.23257, -1.12435], [-1.98619, -1.00876, 2.09558], [-0.65749, -0.76646, -7.04854], [1.32063, -4.67725, -0.26875], [2.18824, -0.95483, -4.63755], [-2.14824, -1.46118, -1.02790], [-3.33662, -3.48439, 1.59226], [-1.61594, -2.30328, 1.30044], [-0.44300, 4.95809, 2.85200], [-0.50522, -3.61053, -0.02725], [-2.25829, -3.00436, 3.99716], [1.48502, 5.36036, 1.95082], [-3.01948, 1.76956, -0.18225], [0.38101, 0.41872, 4.55330], [-6.61475, 0.12854, 3.94980], [-1.19551, 1.59774, -2.61942], [-1.70245, -4.25931, 0.27792], [0.17689, 1.80329, -1.52779], [1.18806, -3.29354, -1.32872], [-1.26534, 0.43980, 0.23028], [-4.22545, 0.80069, 1.44469], [1.01882, -0.62805, 0.09240], [5.34317, -1.18407, -3.43423], [4.84915, 3.70057, -0.15164], [0.47020, -0.47465, 2.49635], [-3.33816, 0.90702, 0.84734], [-0.65916, -1.01750, -4.52576], [-4.18882, -2.19615, 4.76588], [1.40700, -0.89655, -5.83341], [-2.58262, -1.37980, -3.14455], [3.66729, 3.02048, -0.00284], [-0.87155, -0.02496, 4.19889], [2.21865, -1.01696, -2.22538], [-6.01715, 0.12074, 5.61180], [0.24189, -4.74572, -1.67089], [-0.51064, 2.59694, 2.02856], [-0.88896, 2.00439, -1.65275], [-2.02726, -5.22970, -0.05597]], "mulliken_spin": [0.000, 0.108, 0.002, -0.113, 0.000, 0.000, 0.000, 0.000, 0.000, 0.000, 0.000, -0.013, 0.023, 0.000, 0.000, 0.000, 0.003, 0.000, -0.002, 0.014, 0.000, 0.074, 0.000, 0.000, 0.000, 0.000, 0.000, 0.089, 0.069, 0.000, 0.000, 0.000, 0.220, 0.000, -0.001, 0.000, 0.000, -0.002, 0.010, 0.002, 0.000, 0.188, 0.003, -0.003, 0.002, 0.000, 0.000, 0.002, 0.002, 0.001, 0.001, -0.002, 0.004, 0.002, 0.000, 0.000, -0.001, 0.000, 0.000, 0.000, 0.001, 0.000, 0.000, 0.234, -0.001, -0.004, 0.000, 0.000, 0.000, 0.001, -0.001, -0.005, 0.000, 0.000, 0.000, 0.028, -0.001, 0.001, 0.000, 0.000, 0.000, 0.000, 0.034, 0.001, 0.005, 0.000, 0.000, 0.012, 0.011, 0.000]}